Entry 1:
The following is a DFT calculation (ωB97M-V with the def2-TZVPD basis set) of C26H38CoN7OPS3Sb as an isolated structure.

Positions of all 78 atoms, in Å:
Co1 0.4680 -0.5827 -1.7398
C1 5.0922 2.1633 0.4932
C2 4.1524 3.1563 0.2329
C3 2.9414 2.8400 -0.3395
C4 2.6284 1.5043 -0.6728
C5 3.5951 0.5249 -0.4383
C6 4.8068 0.8531 0.1445
N1 1.3920 1.1596 -1.2465
N2 0.6938 2.1650 -1.5481
C7 -0.4959 1.9392 -2.1725
C8 -1.3060 3.0372 -2.4873
C9 -2.5292 2.8190 -3.0757
C10 -2.9098 1.5120 -3.3624
C11 -2.0379 0.4801 -3.0625
N3 -0.8643 0.6809 -2.4802
H1 6.0407 2.4142 0.9498
H2 4.3739 4.1883 0.4726
H3 2.2129 3.6079 -0.5409
H4 3.4046 -0.5018 -0.7233
H5 5.5333 0.0708 0.3200
H6 -0.9380 4.0227 -2.2377
H7 -3.1820 3.6482 -3.3140
H8 -3.8671 1.2946 -3.8134
H9 -2.2825 -0.5493 -3.3003
S1 2.2380 -3.8965 -4.0319
Sb1 0.9629 -3.9964 -2.0991
S2 -0.7789 -2.3325 -2.5633
S3 1.8239 -2.1168 -0.7761
O1 -0.5797 -0.4680 -0.0654
P1 -1.1280 -0.4442 1.3194
N4 -2.0400 -1.7896 1.5738
C12 -1.8091 -3.0631 0.8677
C13 -2.8750 -3.9701 1.4673
C14 -2.8969 -3.5295 2.9334
C15 -2.7703 -2.0085 2.8319
N5 -0.0602 -0.3327 2.5834
C16 0.7313 -1.5372 2.9050
C17 1.7979 -0.9946 3.8451
C18 2.1452 0.3487 3.1988
C19 0.7979 0.8679 2.6833
N6 -2.0576 0.9087 1.5081
C20 -2.9751 1.2263 0.3954
C21 -4.0472 2.1297 1.0154
C22 -3.3855 2.6525 2.2939
C23 -2.5865 1.4426 2.7621
H10 -0.8082 -3.4607 1.0726
H11 -1.9063 -2.9250 -0.2047
H12 -2.6386 -5.0247 1.3382
H13 -3.8408 -3.7680 0.9979
H14 -2.0338 -3.9464 3.4568
H15 -3.7994 -3.8328 3.4627
H16 -2.2451 -1.5709 3.6859
H17 -3.7637 -1.5499 2.7694
H18 1.1975 -1.9652 2.0123
H19 0.0943 -2.2921 3.3711
H20 2.6553 -1.6612 3.9229
H21 1.3776 -0.8415 4.8421
H22 2.8270 0.1914 2.3647
H23 2.6080 1.0482 3.8943
H24 0.8993 1.3758 1.7210
H25 0.3524 1.5680 3.3958
H26 -3.4034 0.3196 -0.0424
H27 -2.4235 1.7473 -0.3860
H28 -4.9353 1.5481 1.2681
H29 -4.3444 2.9271 0.3353
H30 -4.1045 2.9915 3.0381
H31 -2.7057 3.4736 2.0570
H32 -3.2500 0.7314 3.2690
H33 -1.7782 1.7046 3.4438
C24 4.1237 -1.2654 -5.2606
C25 2.7249 -0.6659 -5.4508
C26 1.9884 -0.6212 -4.2051
N7 1.3936 -0.6078 -3.2345
H34 4.6363 -1.2977 -6.2212
H35 4.0364 -2.2757 -4.8646
H36 4.7115 -0.6668 -4.5653
H37 2.1423 -1.2812 -6.1395
H38 2.7828 0.3489 -5.8500

Force components x, y, z for each atom (eV/Å):
-1.43 -1.91 1.62
-0.05 -0.17 -0.08
0.05 0.09 0.04
-0.38 -0.30 -0.13
1.27 0.51 0.65
-0.37 -0.18 -0.28
0.19 0.20 0.11
-1.03 0.87 -0.36
1.64 0.07 0.65
-1.90 -0.42 -0.93
0.82 -0.12 0.43
-0.36 -0.30 -0.23
0.07 0.49 0.08
-0.05 -0.34 -0.10
0.20 0.88 0.21
0.00 0.01 0.00
-0.02 -0.01 0.03
-0.01 0.09 0.05
-0.08 0.03 -0.03
-0.01 -0.01 -0.01
-0.07 0.02 -0.01
0.01 0.01 0.01
0.02 -0.04 -0.04
0.10 -0.04 0.08
-0.25 -0.24 0.29
0.35 -0.01 -0.52
0.21 0.52 0.27
-0.17 0.09 0.03
-0.17 0.28 0.18
-0.06 -0.14 0.17
0.33 0.16 0.03
-0.02 -0.18 -0.07
0.08 0.07 0.11
-0.04 -0.02 -0.13
-0.12 0.04 0.02
-0.17 0.02 -0.51
0.03 -0.12 0.21
-0.03 0.08 -0.07
-0.06 -0.03 0.07
0.02 0.02 0.15
0.00 -0.08 -0.19
-0.01 0.05 -0.04
0.09 0.00 0.07
-0.05 -0.09 -0.08
0.03 0.04 0.13
0.00 0.04 -0.04
0.08 0.01 -0.06
-0.01 -0.01 -0.01
-0.01 -0.02 0.01
0.00 0.00 0.01
0.02 0.01 0.04
-0.02 0.00 -0.01
0.04 0.02 0.05
-0.05 -0.02 -0.07
0.02 0.02 -0.02
-0.01 -0.01 0.02
0.02 -0.01 0.00
0.05 -0.01 -0.07
0.03 0.01 -0.04
-0.01 0.01 0.02
0.03 0.04 -0.06
0.01 0.01 0.00
-0.02 -0.01 -0.03
-0.01 0.01 0.00
-0.05 -0.01 0.00
0.02 0.04 0.01
0.01 0.01 0.04
0.04 0.02 0.02
-0.03 -0.04 0.00
0.04 0.03 -0.01
0.35 -0.13 -0.25
-0.09 -0.29 0.01
1.01 0.24 -1.49
0.00 0.05 -0.01
-0.02 0.05 0.01
0.03 0.04 -0.01
-0.03 0.01 0.06
-0.06 0.00 -0.01

Calculated values
E_LUMO = -1.92 eV
gap between HOMO and LUMO = 4.01 eV
E = -126019.107 eV
HOMO = -5.9312 eV
energy relative to the best compared isomer or geometry (same formula, charge and spin) = 0.000 eV
max |F| = 2.89 eV Å⁻¹


Entry 2:
The following is a DFT calculation (ωB97M-V with the def2-TZVPD basis set) of C26H38FIrN5O9P2SSi as an isolated structure.

Positions of all 84 atoms, in Å:
Ir1 1.5358 -1.5175 0.0576
C1 4.9011 -7.7016 1.1809
Si1 4.7777 -6.0511 0.3338
C2 4.8726 -6.2108 -1.5172
C3 6.0511 -4.8685 0.9978
C4 3.0351 -5.3660 0.7143
C5 2.0808 -6.0957 1.4080
C6 0.7908 -5.5961 1.6423
C7 0.4535 -4.3540 1.1648
N1 1.3563 -3.6449 0.4670
C8 2.5842 -4.1179 0.2727
S1 3.3926 -2.8324 -0.5536
H1 5.8707 -8.1527 0.9586
H2 4.1355 -8.4019 0.8396
H3 4.8265 -7.6083 2.2667
H4 5.8185 -6.6686 -1.8148
H5 4.8067 -5.2383 -2.0115
H6 4.0634 -6.8376 -1.8976
H7 7.0529 -5.2295 0.7532
H8 5.9804 -4.7887 2.0847
H9 5.9491 -3.8661 0.5795
H10 2.3381 -7.0748 1.7949
H11 0.0539 -6.1793 2.1764
H12 -0.5249 -3.9181 1.2902
C9 -0.3949 4.5224 -4.5163
C10 0.2250 4.5647 -3.1284
N2 0.1411 3.2653 -2.4390
C11 1.2206 2.4791 -2.4118
C12 1.2391 1.2067 -1.9057
C13 2.5222 0.4571 -1.9951
O1 3.4626 0.9032 -2.6022
O2 2.5728 -0.7587 -1.4696
C14 0.0567 0.6453 -1.3933
O3 -0.0543 -0.5537 -0.9982
C15 -1.1094 1.5112 -1.3594
C16 -2.3045 1.0516 -0.8005
C17 -3.4003 1.8598 -0.7809
F1 -4.5587 1.3733 -0.2929
C18 -3.3712 3.1689 -1.2881
C19 -2.1921 3.6210 -1.8462
C20 -1.0538 2.8065 -1.8941
N3 -4.4970 4.0409 -1.2625
C21 -5.0834 4.3055 -2.5805
C22 -6.2230 5.3215 -2.4265
N4 -5.9640 6.1069 -1.1762
C23 -6.1532 5.2355 0.0369
C24 -5.5271 3.8607 -0.2460
H13 -0.3234 5.5048 -4.9819
H14 -1.4449 4.2300 -4.4830
H15 0.1323 3.8085 -5.1489
H16 -0.2357 5.3239 -2.4978
H17 1.2817 4.8120 -3.1941
H18 2.1328 2.8734 -2.8427
H19 -2.3524 0.0562 -0.3865
H20 -2.1610 4.6287 -2.2341
H21 -5.4820 3.3977 -3.0480
H22 -4.3122 4.7047 -3.2375
H23 -7.1939 4.8470 -2.3030
H24 -6.2731 6.0027 -3.2719
H25 -6.5556 6.9352 -1.1214
H26 -4.9895 6.4128 -1.1910
H27 -7.2224 5.1602 0.2238
H28 -5.6809 5.7437 0.8743
H29 -6.2952 3.1440 -0.5517
H30 -5.0840 3.4895 0.6724
N5 1.1683 -1.8256 4.2014
C25 0.8761 -0.4665 3.5717
C26 0.6005 0.5765 4.6395
P1 2.2847 -0.1544 2.4167
O4 3.3252 0.6677 3.2819
O5 1.8322 0.5857 1.1866
O6 2.7593 -1.5718 2.1509
P2 -0.5484 -0.7164 2.4153
O7 -1.4371 -1.6806 3.3567
O8 -1.2374 0.5222 2.0492
O9 -0.0082 -1.6904 1.3365
H31 1.5341 -1.7200 5.1473
H32 1.8839 -2.2689 3.5845
H33 0.3235 -2.4020 4.2357
H34 1.4930 0.7704 5.2355
H35 -0.2185 0.2625 5.2891
H36 0.3004 1.5061 4.1581
H37 3.7583 1.3878 2.8035
H38 -2.3859 -1.5315 3.2514

Force components x, y, z for each atom (eV/Å):
-0.59 -0.96 -0.36
-0.01 -0.08 0.01
-0.07 0.08 0.01
0.02 0.00 -0.06
0.03 0.04 0.04
-0.12 -0.02 0.02
-0.06 0.05 0.04
0.08 -0.04 0.00
-0.07 0.02 -0.19
-0.32 0.14 -0.18
0.23 -0.08 -0.07
0.37 -0.03 0.26
-0.01 0.01 0.01
0.02 0.00 0.00
0.00 -0.01 -0.01
-0.01 0.02 -0.01
0.00 -0.02 0.00
0.02 0.01 -0.01
-0.01 0.01 0.01
0.01 0.01 -0.01
0.00 0.00 0.00
-0.03 0.00 -0.02
0.01 -0.01 -0.02
0.01 0.01 0.01
0.02 -0.03 0.01
-0.03 0.02 -0.02
-0.04 0.00 0.03
0.01 -0.06 -0.04
0.04 0.08 0.18
-0.01 -0.24 0.05
-0.06 0.11 0.03
0.38 0.63 -0.15
0.01 -0.13 -0.04
-0.30 -0.07 0.20
-0.05 0.00 -0.12
0.02 -0.02 0.04
-0.05 -0.03 -0.11
0.00 0.03 0.02
0.02 0.01 0.09
0.00 0.04 0.03
0.06 0.01 -0.04
0.01 0.08 -0.10
-0.04 -0.08 0.03
0.04 -0.03 -0.05
0.01 -0.05 -0.02
0.00 -0.05 0.06
0.00 0.02 -0.02
0.00 0.00 0.00
0.00 0.01 -0.01
0.00 0.01 0.00
0.02 0.00 0.03
0.01 0.01 0.02
-0.01 0.01 -0.01
0.01 -0.03 -0.01
-0.01 0.00 0.04
-0.01 0.00 0.00
0.01 0.00 0.00
-0.01 0.01 0.03
-0.01 0.03 0.01
-0.02 0.00 -0.01
0.00 0.04 0.02
-0.01 0.04 -0.01
0.03 0.02 -0.02
0.00 0.00 0.00
0.01 -0.02 0.01
0.00 0.09 -0.06
-0.11 -0.02 -0.13
-0.07 0.01 -0.06
0.67 -0.15 -0.11
-0.14 0.11 0.02
-0.01 0.03 -0.05
0.13 0.14 0.17
0.04 -0.08 -0.06
-0.02 -0.09 -0.12
-0.02 0.00 -0.06
-0.06 0.47 0.65
0.06 0.00 0.00
-0.02 0.00 -0.02
-0.04 0.03 0.09
-0.01 -0.02 0.01
0.00 0.01 0.00
0.03 0.00 0.00
0.03 -0.03 0.02
0.02 0.02 0.09

Calculated values
E_LUMO (spin up / spin down) = -5.21 / -5.14 eV
gap between HOMO and LUMO (spin up / spin down) = 7.06 / 7.16 eV
2S+1 = 2
E = -96295.996 eV
HOMO (spin up / spin down) = -12.2692 / -12.2985 eV
<S²> = 0.757
energy relative to the best compared isomer or geometry (same formula, charge and spin) = 3.503 eV
charge = +2
max |F| = 1.18 eV Å⁻¹


Entry 3:
The following is a DFT calculation (ωB97M-V with the def2-TZVPD basis set) of a 10-piece molecular cluster, C26H38N10O12 overall.

Positions of all 86 atoms, in Å:
C1 -5.0277 0.3187 1.4805
N1 -4.8452 1.7469 1.0774
O1 -3.7088 2.1919 1.0921
O2 -5.8326 2.3664 0.7574
H1 -5.1822 0.3016 2.5498
H2 -4.1132 -0.1888 1.1888
H3 -5.8347 -0.0832 0.8820
C2 1.6210 1.7260 5.9473
N2 0.6576 2.4632 5.0959
O3 0.2969 3.5744 5.4356
O4 0.3095 1.8874 4.0918
H4 2.4641 1.4582 5.3142
H5 1.1382 0.8029 6.2566
H6 1.9239 2.3376 6.7857
C3 3.0364 -3.4658 -1.6451
N3 3.9025 -2.5282 -2.3968
O5 3.9999 -1.3792 -2.0167
O6 4.4725 -2.9902 -3.3592
H7 2.4065 -2.9777 -0.9109
H8 3.6950 -4.2423 -1.2652
H9 2.3663 -3.9384 -2.3640
C4 -0.2145 -1.9059 3.6899
N4 -1.2686 -1.2555 4.5033
O7 -0.9111 -0.5559 5.4212
O8 -2.4197 -1.4529 4.1758
H10 0.7070 -1.9197 4.2567
H11 -0.1408 -1.3210 2.7776
H12 -0.5365 -2.9190 3.4679
C5 0.2846 1.5053 -3.1891
N5 -1.0587 2.1319 -3.3313
O9 -1.2363 2.8679 -4.2755
O10 -1.8552 1.9284 -2.4376
H13 0.8736 1.7810 -4.0523
H14 0.1675 0.4329 -3.0687
H15 0.7114 1.9033 -2.2701
C6 -4.6371 0.3778 -3.8820
N6 -4.2602 0.1570 -2.4701
O11 -4.6896 0.9334 -1.6527
O12 -3.5400 -0.7937 -2.2221
H16 -5.3663 -0.3760 -4.1601
H17 -3.7393 0.2277 -4.4785
H18 -4.9930 1.3916 -3.9969
C7 4.7322 -1.4805 1.4354
C8 4.7800 -0.1677 1.8788
C9 4.2430 0.1199 3.1127
N7 3.5557 -0.7737 3.8320
C10 3.5016 -2.0301 3.3977
C11 4.1054 -2.4228 2.2273
H19 5.2456 -1.7343 0.5186
H20 5.1937 0.5954 1.2319
H21 4.2530 1.1027 3.5749
H22 2.9070 -2.6775 4.0292
H23 4.1858 -3.4644 1.9294
C12 -0.1055 4.7030 -1.0605
C13 0.5214 5.8888 -0.7335
C14 0.3242 6.4011 0.5286
N8 -0.5266 5.8811 1.3917
C15 -1.1702 4.7655 1.0480
C16 -0.9904 4.1259 -0.1679
H24 0.0616 4.1805 -1.9977
H25 1.1518 6.4101 -1.4432
H26 0.8513 7.2873 0.8628
H27 -1.8676 4.3632 1.7773
H28 -1.4421 3.1719 -0.3999
C17 -0.2245 -3.3088 -4.5252
C18 -0.0974 -4.2406 -5.5396
C19 -0.5503 -5.5284 -5.3191
N9 -1.0431 -5.9437 -4.1695
C20 -1.1996 -5.0399 -3.2181
C21 -0.8043 -3.7229 -3.3467
H29 0.2596 -2.3439 -4.6053
H30 0.4419 -3.9670 -6.4382
H31 -0.4865 -6.2828 -6.0965
H32 -1.6328 -5.3705 -2.2802
H33 -0.9168 -3.0308 -2.5193
C22 -0.1163 1.0190 1.1346
C23 1.2085 0.6010 1.1805
C24 1.6409 -0.3279 0.2537
N10 0.8119 -0.9740 -0.5716
C25 -0.4594 -0.6033 -0.5825
C26 -0.9554 0.4062 0.2188
H34 -0.4848 1.8064 1.7775
H35 1.8935 0.9041 1.9621
H36 2.6675 -0.6554 0.1750
H37 -1.1306 -0.9630 -1.3570
H38 -1.9561 0.8009 0.0903

Force components x, y, z for each atom (eV/Å):
0.56 0.07 -0.76
0.18 -0.03 -0.12
-0.28 -0.06 0.09
0.01 0.07 0.11
-0.14 -0.10 0.13
0.09 -0.01 0.29
-0.33 0.10 0.28
0.25 -0.24 0.07
0.12 0.50 0.41
0.11 -0.45 -0.07
-0.25 -0.08 -0.52
-0.03 0.02 0.01
-0.10 0.05 0.02
-0.10 0.12 0.03
-0.56 -0.61 -0.23
-0.17 0.14 0.00
-0.02 0.05 0.16
0.13 -0.03 -0.16
0.38 0.35 0.16
-0.02 0.09 0.23
0.18 0.06 -0.15
0.02 -0.33 -0.08
-0.02 -0.14 -0.09
0.00 0.16 0.34
-0.09 0.04 -0.02
0.05 0.27 -0.01
0.16 0.02 -0.06
-0.14 0.07 -0.07
0.09 -0.01 0.14
0.43 0.24 0.31
-0.21 -0.08 -0.21
-0.25 -0.20 -0.21
0.04 -0.05 -0.08
-0.08 0.00 -0.07
0.00 -0.01 0.01
0.48 0.00 -0.50
0.19 -0.06 0.07
-0.16 0.04 0.26
-0.06 0.00 -0.03
-0.14 0.03 0.10
-0.03 -0.05 0.07
-0.21 0.02 0.11
0.34 0.35 0.33
0.17 0.06 -0.48
-0.91 0.00 0.53
0.26 0.08 0.19
-0.38 0.71 0.33
0.65 -0.91 -0.65
-0.20 -0.16 -0.11
0.18 0.08 0.25
0.26 0.12 -0.36
0.19 -0.39 -0.12
-0.39 0.05 0.14
-0.30 -0.44 -0.32
0.40 -0.04 -0.56
-0.10 0.46 -0.01
-0.28 -0.42 0.60
-0.28 0.01 0.16
0.48 -0.04 0.19
0.11 0.41 -0.11
0.13 -0.13 0.07
0.01 0.08 -0.08
0.05 0.05 -0.02
-0.27 0.15 0.10
0.62 -0.29 -0.01
0.38 0.39 -0.18
0.30 -0.21 -0.61
-0.62 -0.38 0.19
-0.02 0.15 0.50
-0.15 0.55 0.48
-0.31 0.17 -0.10
-0.25 -0.16 -0.15
0.13 0.05 -0.04
0.00 -0.12 -0.03
-0.04 -0.11 0.00
0.11 -0.21 0.05
0.15 -0.02 0.28
-0.36 -0.86 0.08
0.22 -0.07 -0.63
-0.40 0.69 -0.29
-0.16 0.72 0.22
0.04 -0.07 0.11
-0.04 0.46 -0.19
0.10 0.18 0.19
0.14 -0.59 0.12
-0.08 -0.32 0.00

Calculated values
E_LUMO = -0.02 eV
SMILES = C[N+](=O)[O-].C[N+](=O)[O-].C[N+](=O)[O-].C[N+](=O)[O-].C[N+](=O)[O-].C[N+](=O)[O-].c1ccncc1.c1ccncc1.c1ccncc1.c1ccncc1
gap between HOMO and LUMO = 9.35 eV
E = -67031.872 eV
HOMO = -9.3709 eV
energy relative to the best compared isomer or geometry (same formula, charge and spin) = 0.000 eV
max |F| = 1.30 eV Å⁻¹